(1)
DFT (the ωB97M-V functional and the def2-TZVPD basis) results for a single C3H5N2OP molecule at a distorted geometry.

The calculation puts the HOMO energy (alpha / beta) at -8.3491 / -8.3828 eV. As for the HOMO-LUMO gap (alpha / beta): 6.8 / 6.8 eV. The multiplicity is 1. Its charge is 0. Its energy relative to the best compared isomer or geometry (same formula, charge and spin) is 109.5 kcal per mole.

Element x y z (Å)
C1 1.32871 -1.01318 -1.08797
C2 -0.62775 -0.99147 0.15644
C3 0.89294 0.95816 0.32267
N1 -1.81593 -0.26393 0.15244
N2 0.56826 -0.33867 -0.27127
O1 -0.63850 -2.14587 0.48211
P1 -2.32567 1.29136 -0.21197
H1 2.22773 -0.42768 -1.33529
H2 1.41771 0.80003 1.26654
H3 1.54279 1.49987 -0.36336
H4 -0.00659 1.54658 0.50434
H5 -2.56369 -0.91521 0.38531

Atomic forces in eV per Å
C 0.0 -0.7 -0.5
C 0.1 -1.0 0.2
C 0.2 0.5 0.4
N -0.9 0.2 0.0
N 0.3 0.4 -0.1
O 0.0 0.4 0.0
P 0.1 -0.1 -0.2
H -0.1 0.3 0.3
H 0.0 0.0 0.0
H -0.1 0.0 0.1
H 0.2 0.0 0.0
H 0.2 0.0 0.1

(2)
DFT (the ωB97M-V functional and the def2-TZVPD basis) results for a molecular structure, C6H6F16HfN4O24S8 at a distorted geometry.

The calculation puts the HOMO energy at -3.6377 eV. As for the HOMO-LUMO gap: 5.4 eV. The multiplicity is 1. Its charge is -2. Its energy relative to the best compared isomer or geometry (same formula, charge and spin) is 152.3 kcal per mole.

Element x y z (Å)
Hf1 0.25164 -0.05013 -0.15496
C1 1.73611 2.34038 3.85751
F1 1.50247 3.57203 3.26192
F2 2.83761 1.79320 3.39403
F3 1.86284 2.45198 5.18491
S1 0.28090 1.03857 3.43390
O1 -1.04166 1.41933 4.05583
O2 0.21332 0.98909 1.94176
O3 0.76618 -0.26762 3.89105
C2 -1.74661 -3.62974 2.71040
F4 -2.51907 -4.16303 3.69881
F5 -0.52253 -3.56008 3.18358
F6 -1.79410 -4.43852 1.73735
S2 -2.29707 -1.79878 2.11507
O4 -3.51812 -1.88002 1.32285
O5 -2.53737 -1.01983 3.29422
O6 -1.25497 -1.19148 1.27976
C3 -3.61525 3.18546 0.22455
F7 -4.49476 3.64726 1.11177
F8 -4.05676 3.12190 -1.02979
F9 -2.55118 3.96537 0.12480
S3 -3.06748 1.37008 0.70058
O7 -1.72659 1.15873 0.07801
O8 -2.93050 1.28897 2.14063
O9 -4.02085 0.40263 0.12524
C4 -2.56676 -2.05928 -3.85049
F10 -2.89078 -3.21098 -4.42518
F11 -1.30590 -1.81478 -4.27228
F12 -3.27199 -0.99025 -4.25281
S4 -2.42684 -2.13010 -1.84805
O10 -2.07469 -3.50603 -1.45689
O11 -1.38522 -1.15971 -1.40516
O12 -3.66428 -1.81190 -1.14764
N1 1.67848 1.57949 -0.35955
S5 1.69263 3.13326 -0.52455
O13 1.54892 3.66874 -1.86905
O14 2.29489 3.94996 0.57435
F13 0.17003 3.07440 -0.04834
S6 3.44560 1.70313 -0.39991
O15 4.19233 2.22345 0.73889
O16 4.07561 1.75819 -1.73640
F14 3.57660 0.10260 -0.10450
N2 1.35353 -1.34614 -1.56962
S7 2.31089 -1.49699 -2.89975
O17 1.57516 -1.91397 -4.12507
O18 3.73596 -1.81932 -2.73811
F15 2.38948 0.09570 -2.99047
S8 1.54393 -3.10934 -1.35401
O19 2.67663 -3.47670 -0.48350
O20 1.06432 -4.04712 -2.34603
F16 0.30352 -3.03673 -0.28883
C5 -0.87882 3.01448 -3.87517
N3 -1.17553 1.80596 -3.02055
O21 -2.32975 1.42871 -2.89458
O22 -0.23149 1.28117 -2.38868
H1 -1.16955 3.84669 -3.23408
H2 -1.48395 3.02803 -4.78166
H3 0.17770 3.00777 -4.14317
C6 3.52421 -1.40049 2.95620
N4 2.50176 -1.92081 1.99497
O23 2.23903 -3.06021 2.13495
O24 1.83159 -1.12619 1.30701
H4 3.71099 -0.34929 2.73667
H5 4.37615 -2.05298 2.76504
H6 3.10922 -1.60790 3.94253

Atomic forces in eV per Å
Hf -6.9 -1.4 3.2
C -2.5 -0.3 -0.9
F 0.6 -1.9 1.3
F 0.7 0.4 -0.4
F -0.2 0.5 -0.5
S -4.4 -1.7 1.5
O 4.8 0.2 -1.5
O 1.0 0.9 -0.8
O 0.9 1.5 0.2
C -1.1 2.9 1.1
F 0.0 0.8 -0.2
F 1.2 0.0 0.5
F 0.0 -1.9 -2.5
S -4.5 1.3 0.1
O 1.5 -2.0 1.2
O 1.3 -1.2 1.2
O 3.4 -0.4 -1.2
C 1.5 -2.7 -0.2
F 0.2 0.2 -0.8
F -1.4 0.3 -0.1
F 0.5 1.0 0.9
S -1.5 -4.0 1.5
O 1.9 0.8 -1.6
O -0.6 1.7 -1.4
O 1.0 3.5 0.4
C 2.3 1.0 1.6
F -1.1 0.5 0.3
F 0.1 0.1 0.0
F -0.6 -1.1 0.0
S -2.4 -2.3 4.8
O 0.7 1.1 -2.4
O 1.5 0.8 -1.3
O 0.5 0.4 -3.5
N 6.4 0.6 -0.6
S -7.2 6.9 1.8
O 1.5 -0.8 1.6
O -0.7 -2.3 -3.6
F -0.4 1.3 -0.2
S 5.9 -6.3 -0.2
O -1.9 -0.4 -1.9
O -2.2 1.1 2.8
F -0.1 0.9 -0.3
N 2.8 -4.9 -2.0
S 0.9 4.5 -4.7
O 2.1 0.7 3.5
O -3.1 -0.5 0.2
F 0.0 -0.1 -0.8
S -2.8 -2.7 6.1
O -1.9 1.2 -2.6
O 1.2 2.1 0.7
F 1.4 -0.3 -0.8
C 0.2 -0.3 0.1
N -1.4 -1.6 1.3
O 1.7 0.9 -0.7
O 0.0 0.8 -0.7
H 0.3 0.0 -0.1
H -0.2 -0.4 0.3
H -0.1 0.1 0.4
C 0.3 0.1 -0.9
N -1.5 1.3 1.0
O -0.3 -1.3 -0.5
O 0.5 0.1 -0.3
H 0.0 -0.2 0.2
H 0.1 0.3 0.1
H -0.1 0.3 -0.2

(3)
DFT (the ωB97M-V functional and the def2-TZVPD basis) results for 2 unconnected molecules or ions with the total composition C3H8ClNS at a distorted geometry.

The calculation puts the HOMO energy at -7.1288 eV. As for the HOMO-LUMO gap: 7.7 eV. The multiplicity is 1. Its charge is 0. Its energy relative to the best compared isomer or geometry (same formula, charge and spin) is 72.4 kcal per mole.

Element x y z (Å)
C1 -2.86792 1.10012 0.72589
C2 2.36768 -2.07426 -0.57317
C3 1.07786 -0.04857 -0.15683
N1 2.09131 -0.80245 -0.75940
S1 1.11313 1.74214 -0.33493
Cl1 0.63077 -0.65698 1.36996
H1 -2.18640 0.50620 1.38738
H2 -3.86474 1.42959 1.17267
H3 -3.02863 0.69204 -0.24024
H4 1.80869 -2.49448 0.37170
H5 -2.40503 1.96623 0.32306
H6 2.99353 -2.73263 -1.08291
H7 2.47661 -0.38712 -1.64959
H8 -0.20687 1.76018 -0.55359

Atomic forces in eV per Å
C -0.9 0.3 1.0
C -2.6 -0.1 4.3
C 1.9 0.4 -0.9
N -0.7 0.5 -2.0
S 0.0 -1.2 0.0
Cl -0.4 -0.3 0.8
H -0.9 0.6 -0.7
H 1.5 -0.7 -0.4
H -0.6 -1.6 -0.6
H 1.4 0.6 -2.2
H 0.9 1.4 0.7
H 1.0 -0.1 -1.3
H -0.6 -0.2 1.4
H 0.0 0.4 -0.2

(4)
DFT (the ωB97M-V functional and the def2-TZVPD basis) results for a molecular structure, C5H10O2.

The calculation puts the HOMO energy at -8.2509 eV. As for the HOMO-LUMO gap: 9.1 eV. The multiplicity is 1. Its charge is 0. Its energy relative to the best compared isomer or geometry (same formula, charge and spin) is 113.0 kcal per mole.

Element x y z (Å)
O1 2.36965 0.11625 0.97745
C1 1.51808 -0.62514 0.11907
C2 0.08409 -0.28505 0.49468
C3 -0.35397 1.15553 0.20799
C4 -1.85988 1.00492 0.06809
O2 -2.04694 -0.40310 -0.29781
C5 -1.01197 -1.16517 -0.08665
H1 3.28295 -0.04700 0.71299
H2 1.68829 -0.35968 -0.93586
H3 1.68463 -1.70739 0.22503
H4 -0.01851 -0.50269 1.57193
H5 -0.07028 1.85813 0.99376
H6 0.09281 1.48817 -0.73572
H7 -2.32151 1.60452 -0.71818
H8 -2.40493 1.15840 1.00619
H9 -0.13518 -1.47264 -2.10096
H10 -0.49735 -1.81805 -1.50201

Atomic forces in eV per Å
O 0.2 0.0 0.0
C -0.4 -0.2 -0.3
C 0.0 0.0 0.1
C 0.0 0.1 -0.1
C 0.1 0.2 0.0
O 0.0 -0.2 0.1
C -0.2 0.1 0.9
H -0.2 0.1 0.1
H 0.0 0.0 0.2
H -0.1 0.2 0.0
H 0.0 0.0 -0.1
H 0.0 -0.1 -0.1
H 0.0 0.0 0.1
H 0.1 -0.1 0.1
H 0.1 0.0 -0.2
H 0.1 -0.1 -0.3
H 0.3 0.0 -0.6

(5)
DFT (the ωB97M-V functional and the def2-TZVPD basis) results for a single C4H7N3O molecule at a distorted geometry.

As for the structure (SMILES): Nc1cc(O)cn1N. The calculation puts the HOMO energy at -7.1900 eV. As for the HOMO-LUMO gap: 8.0 eV. The multiplicity is 1. Its charge is 0. Its energy relative to the best compared isomer or geometry (same formula, charge and spin) is 71.8 kcal per mole.

Element x y z (Å)
C1 -0.69381 -0.81045 -0.08559
C2 0.59244 -1.16549 -0.15228
C3 1.42007 0.00997 -0.17178
C4 0.59211 1.11698 -0.15938
H1 -2.05822 -2.13608 0.69120
H2 -2.54415 -0.63297 0.41582
H3 0.86049 -2.23300 -0.03679
H4 3.06694 -0.79826 0.28143
H5 0.65690 2.19707 0.06722
H6 -1.91057 2.03293 -0.69071
H7 -1.61964 1.90181 1.06569
N1 -1.97693 -1.37752 -0.01554
N2 -0.59722 0.62769 -0.08510
N3 -1.73799 1.38087 0.08896
O1 2.78354 0.04314 0.21275

Atomic forces in eV per Å
C -0.5 3.8 0.2
C 1.6 -2.2 0.2
C 1.3 0.2 1.2
C 4.1 0.9 0.4
H 0.6 0.5 -0.9
H 0.0 -0.2 -0.7
H 0.4 0.9 -0.3
H 1.5 -4.4 0.3
H 0.7 -0.9 -0.4
H 0.3 -0.3 0.7
H -0.6 -1.0 -3.0
N -0.3 -0.2 1.3
N -6.0 -3.2 -0.4
N -0.3 1.8 2.6
O -2.7 4.4 -1.3

(6)
DFT (the ωB97M-V functional and the def2-TZVPD basis) results for a molecular structure, C4H10N4 at a distorted geometry.

The calculation puts the HOMO energy at -8.4573 eV. As for the HOMO-LUMO gap: 8.7 eV. The multiplicity is 1. Its charge is 0. Its energy relative to the best compared isomer or geometry (same formula, charge and spin) is 199.7 kcal per mole.

Element x y z (Å)
C1 1.84428 -0.34626 1.05019
C2 -0.50387 -1.06700 -1.19037
C3 -1.18196 -0.76822 -0.05421
C4 -1.01302 1.73940 -0.39305
H1 2.55918 0.59297 1.43273
H2 2.44848 -1.54749 1.53711
H3 0.77215 -0.20195 1.52726
H4 2.62779 0.15610 -1.01481
H5 -1.17640 -1.29686 -2.05284
H6 -1.80407 -2.56216 0.61673
H7 -1.27731 0.58765 1.59311
H8 -0.17803 1.48824 -1.44647
H9 -0.29466 2.83831 0.02145
H10 -2.04206 2.33666 -0.94216
N1 1.64273 -0.22635 -0.45766
N2 0.79608 -0.80452 -1.27809
N3 -2.09659 -1.48146 0.54506
N4 -1.12271 0.56296 0.50601

Atomic forces in eV per Å
C 0.3 -0.2 1.5
C 4.8 0.1 -2.3
C -5.0 1.8 5.7
C 2.6 3.7 -2.8
H -1.9 -2.7 -1.2
H -2.0 3.7 -1.8
H 2.6 -0.6 -0.7
H -3.8 -2.0 2.1
H 1.6 -0.3 0.3
H -1.1 2.8 -1.3
H -0.1 0.3 -3.4
H -2.9 0.4 3.4
H -2.4 -3.7 -0.6
H 2.7 -2.3 2.0
N 4.1 1.2 0.4
N -1.9 -0.3 -2.4
N 2.3 -2.6 1.2
N 0.2 0.7 -0.1

(7)
DFT (the ωB97M-V functional and the def2-TZVPD basis) results for a single C17H21N5OS molecule at a distorted geometry.

As for the structure (SMILES): C=CCn1c(SCC(=O)NC2CCCC2)nnc1-c1cccnc1. The calculation puts the HOMO energy at -8.9322 eV. As for the HOMO-LUMO gap: 9.4 eV. The multiplicity is 1. Its charge is 0. Its energy relative to the best compared isomer or geometry (same formula, charge and spin) is 5.6 kcal per mole.

Element x y z (Å)
C1 3.56696 -1.67363 -2.42252
C2 2.66232 -0.99582 -1.74188
C3 3.01350 0.10064 -0.76886
N1 1.93445 0.40686 0.13135
C4 1.04074 1.43168 -0.00680
N2 0.21616 1.46749 1.00184
N3 0.54200 0.47217 1.82260
C5 1.56442 -0.17693 1.31129
C6 2.18603 -1.30715 1.97308
C7 2.10064 -1.38786 3.36571
C8 2.69191 -2.45540 4.01260
C9 3.35589 -3.40425 3.24597
N4 3.41717 -3.35291 1.92729
C10 2.84074 -2.34243 1.30444
H1 2.88761 -2.38172 0.22478
H2 3.85501 -4.24831 3.70326
H3 2.64522 -2.54911 5.08626
H4 1.57433 -0.61411 3.90302
S1 1.03653 2.55988 -1.34431
C11 0.25107 1.48463 -2.60917
H5 -0.22208 2.16141 -3.31901
H6 1.02068 0.89776 -3.11075
C12 -0.76441 0.55650 -1.95139
O1 -0.58409 -0.64529 -1.92109
N5 -1.83053 1.18306 -1.44243
H7 -1.84256 2.19182 -1.41526
C13 -2.89449 0.50558 -0.72798
C14 -4.25916 0.80388 -1.38688
H8 -4.10649 1.43833 -2.26118
H9 -4.74563 -0.10948 -1.72374
C15 -5.09487 1.53409 -0.32830
H10 -5.71957 0.82052 0.21023
H11 -5.74462 2.28938 -0.76806
C16 -4.06221 2.12711 0.62726
H12 -4.48544 2.37313 1.59916
H13 -3.63066 3.03583 0.20386
C17 -3.00942 1.02659 0.71155
H14 -2.04847 1.37181 1.08991
H15 -3.36543 0.22380 1.35694
H16 -2.64034 -0.55579 -0.76136
H17 3.23652 1.02422 -1.32047
H18 3.89822 -0.16821 -0.18263
H19 1.60418 -1.18771 -1.86853
H20 3.28436 -2.43677 -3.12560
H21 4.62383 -1.49524 -2.30419

Atomic forces in eV per Å
C 0.1 0.0 0.0
C 0.0 0.1 0.0
C 0.5 -0.1 -0.4
N -0.5 0.1 0.7
C 0.3 0.4 -0.5
N -0.1 0.8 -0.5
N 0.2 -0.8 0.7
C -0.1 0.3 -0.3
C 0.3 -0.5 0.3
C 0.1 -0.1 -0.2
C 0.0 0.0 -0.1
C -0.1 0.0 0.3
N 0.3 -0.5 -0.2
C -0.2 0.4 0.0
H 0.0 0.1 0.0
H 0.0 0.0 0.1
H 0.0 0.0 0.1
H 0.0 0.1 0.1
S -0.2 0.0 0.0
C 0.3 0.0 0.2
H 0.0 0.0 0.0
H -0.2 0.0 0.0
C 0.1 0.5 -0.4
O 0.1 -0.4 0.0
N -0.3 0.2 0.0
H 0.2 0.0 -0.1
C 0.0 -0.3 0.1
C -0.1 -0.1 0.0
H 0.0 0.0 0.0
H 0.0 0.0 -0.1
C 0.0 0.1 0.0
H -0.1 0.0 0.0
H -0.1 0.0 0.0
C -0.1 -0.2 0.1
H 0.0 0.1 0.0
H 0.0 0.1 0.0
C 0.1 0.1 0.0
H -0.1 -0.1 0.0
H -0.1 -0.1 0.1
H 0.0 0.2 0.0
H 0.0 -0.2 0.2
H -0.1 0.1 -0.1
H -0.1 0.0 0.0
H -0.1 -0.1 -0.1
H 0.2 0.0 0.1

(8)
DFT (the ωB97M-V functional and the def2-TZVPD basis) results for a molecular structure, C33H26Cl4O2Sb2Sn.

The calculation puts the HOMO energy at -13.3565 eV. As for the HOMO-LUMO gap: 6.4 eV. The multiplicity is 1. Its charge is +2. Its energy relative to the best compared isomer or geometry (same formula, charge and spin) is 0.0 kcal per mole.

Element x y z (Å)
Sn1 1.43374 -2.99850 -1.90782
Cl1 1.72468 -0.90525 4.60196
C1 2.09052 -1.15217 2.94753
C2 3.39208 -0.97494 2.47500
Cl2 4.62638 -0.44723 3.53740
C3 3.68965 -1.22455 1.13472
Cl3 5.26937 -1.01563 0.50710
C4 2.69258 -1.67493 0.27596
O1 2.95096 -2.03656 -0.99345
C5 1.37269 -1.78923 0.72927
O2 0.45215 -2.22324 -0.17206
C6 1.07988 -1.52851 2.06444
Cl4 -0.54962 -1.68903 2.60141
C7 -1.66212 2.71490 0.09657
C8 -2.97652 1.94073 -0.00283
C9 -2.93714 0.91207 -1.13224
Sb1 -1.56363 -0.66613 -0.68876
C10 -0.90344 -1.25334 -2.59803
C11 0.17275 -0.62070 -3.22731
C12 0.59740 -1.06778 -4.47563
C13 -0.05039 -2.13294 -5.09341
C14 -1.12709 -2.74986 -4.47155
C15 -1.55604 -2.31631 -3.22105
C16 -2.77365 -2.12720 0.17543
C17 -2.39927 -3.46658 0.23030
C18 -3.28644 -4.38952 0.75933
C19 -4.51886 -3.97442 1.24953
C20 -4.87650 -2.63542 1.20938
C21 -4.00482 -1.70165 0.66694
Sb2 0.01568 1.42904 0.39307
C22 0.63953 1.77372 2.34981
C23 1.97417 2.11284 2.54930
C24 2.36599 2.54982 3.80638
C25 1.43356 2.65146 4.82983
C26 0.10555 2.30365 4.61700
C27 -0.30213 1.85497 3.37071
C28 1.51335 2.10471 -0.90985
C29 2.57280 1.30425 -1.32604
C30 3.57672 1.85708 -2.10779
C31 3.52310 3.19735 -2.46702
C32 2.46745 3.99351 -2.04501
C33 1.45688 3.45244 -1.26264
H1 -1.65576 3.42013 0.92717
H2 -1.48006 3.26375 -0.82860
H3 -3.78434 2.65215 -0.18482
H4 -3.20929 1.46095 0.95417
H5 -2.57950 1.36282 -2.06187
H6 -3.90947 0.46722 -1.34172
H7 0.67887 0.22105 -2.76817
H8 1.42622 -0.57510 -4.96753
H9 0.28302 -2.47561 -6.06368
H10 -1.63633 -3.57250 -4.95562
H11 -2.39254 -2.81314 -2.74169
H12 -1.42445 -3.78189 -0.11036
H13 -3.01109 -5.43470 0.79931
H14 -5.20130 -4.70155 1.66849
H15 -5.83334 -2.31308 1.59680
H16 -4.29773 -0.65973 0.63676
H17 2.69925 2.05293 1.74547
H18 3.39976 2.81546 3.98097
H19 1.74505 3.00112 5.80494
H20 -0.61300 2.37976 5.42177
H21 -1.33856 1.58236 3.20882
H22 2.63578 0.26045 -1.05309
H23 4.40514 1.23697 -2.42396
H24 4.31043 3.62500 -3.07306
H25 2.43004 5.03956 -2.31712
H26 0.65127 4.09470 -0.92920

Atomic forces in eV per Å
Sn 0.0 0.0 0.0
Cl 0.0 0.0 0.0
C 0.0 0.0 0.0
C 0.0 0.0 0.0
Cl 0.0 0.0 0.0
C 0.0 0.0 0.0
Cl 0.0 0.0 0.0
C 0.1 0.0 0.0
O 0.0 0.0 0.0
C 0.0 0.0 0.0
O 0.0 0.0 0.0
C 0.0 0.0 0.0
Cl 0.0 0.0 0.0
C 0.0 0.0 0.0
C 0.0 0.0 0.0
C 0.0 0.1 -0.1
Sb 0.1 0.0 -0.1
C -0.1 -0.1 0.0
C 0.0 0.0 0.0
C 0.0 0.0 0.0
C 0.0 0.0 0.0
C 0.0 0.0 0.0
C 0.0 0.0 0.0
C 0.0 0.0 0.1
C 0.0 0.1 0.0
C 0.0 0.0 0.0
C 0.0 0.0 0.0
C 0.0 0.0 0.0
C 0.0 0.0 0.0
Sb 0.0 0.0 0.0
C 0.0 0.0 0.0
C 0.0 0.0 0.0
C 0.0 0.0 0.0
C 0.0 0.0 0.0
C 0.0 0.0 0.0
C 0.0 0.0 0.0
C 0.0 0.0 0.0
C 0.0 0.0 0.0
C 0.0 0.0 0.0
C 0.0 0.0 0.0
C 0.0 0.0 0.0
C 0.0 0.0 0.0
H 0.0 0.0 0.0
H 0.0 0.0 0.0
H 0.0 0.0 0.0
H 0.0 0.0 0.0
H 0.0 0.0 0.0
H 0.0 0.0 0.1
H 0.0 0.0 0.0
H 0.0 0.0 0.0
H 0.0 0.0 0.0
H 0.0 0.0 0.0
H 0.0 0.0 0.0
H 0.0 0.0 0.0
H 0.0 0.0 0.0
H 0.0 0.0 0.0
H 0.0 0.0 0.0
H 0.0 0.0 0.0
H 0.0 0.0 0.0
H 0.0 0.0 0.0
H 0.0 0.0 0.0
H 0.0 0.0 0.0
H 0.0 0.0 0.0
H 0.0 0.0 0.0
H 0.0 0.0 0.0
H 0.0 0.0 0.0
H 0.0 0.0 0.0
H 0.0 0.0 0.0